1.
ORCA calculation (ωB97M-V/def2-TZVPD) on a 2-piece molecular cluster, F2HNS overall.

```
5
Properties=species:S:1:pos:R:3:forces:R:3
S -0.426 -0.781 -0.811 0.9 -2.1 -3.0
F 0.435 1.757 0.331 -0.3 -1.4 0.0
F 1.337 -0.764 0.821 -1.0 0.1 -0.5
N 0.058 -0.268 0.586 1.6 2.5 3.2
H -1.404 0.056 -0.927 -1.2 1.0 0.3
```
Positions in Å, forces in eV/Å.

Calculated values
Energy above the lowest of the compared OMol25 structures with the same formula, charge and spin = 4.8183 eV
LUMO energy (alpha / beta) = -1.9 / -2.1 eV
E_tot = -653.0493 a.u.
Charge = 0
M = 85.1 g/mol
Maximum force = 4.3 eV/A

Mulliken population analysis, charges in e, atoms 1 to 2:
1 S 0.14
2 F -0.38

=====

2.
ORCA calculation (ωB97M-V/def2-TZVPD) on F30KP5 as an isolated structure.

```
36
Properties=species:S:1:pos:R:3:forces:R:3
K -0.408 0.500 1.066 0.2 -0.2 -0.4
P 0.263 -5.133 2.527 0.5 2.2 -0.3
P -5.083 -1.923 -1.074 1.4 -0.5 -0.4
P 2.278 -1.019 -3.797 -0.5 0.2 -1.1
P -1.418 5.711 -0.941 1.6 1.7 -1.4
P 3.929 2.261 3.190 0.2 -1.1 -0.1
F 0.066 5.078 -1.088 -0.3 -0.4 0.4
F 4.429 2.682 4.649 0.2 0.1 1.0
F -1.349 -5.251 2.457 0.5 -0.3 -0.1
F 1.837 -0.701 -5.317 -1.2 0.7 -0.1
F -2.150 4.290 -0.923 -0.2 0.0 2.2
F -5.565 -1.972 -2.615 -0.4 -0.8 -0.3
F -0.749 7.219 -1.140 0.1 -0.6 -0.5
F -4.329 -1.855 0.372 -1.5 0.3 0.6
F 0.213 -5.759 4.095 0.4 0.0 -1.6
F -3.714 -1.163 -1.585 -0.3 -0.5 -0.5
F 0.344 -4.372 1.065 -0.9 -0.4 0.4
F -1.549 5.458 -2.591 -0.3 1.9 0.4
F 3.295 -2.085 -4.512 0.5 -0.7 0.4
F 2.909 -1.324 -2.406 0.0 -0.6 2.0
F 1.178 -2.170 -3.623 -0.1 -0.5 -0.3
F -1.096 5.877 0.681 -1.2 -0.8 -0.9
F 0.498 -6.529 1.810 -1.2 -1.5 0.2
F -5.838 -0.506 -1.015 0.1 0.6 1.2
F 1.886 -5.065 2.498 0.3 0.7 1.6
F -6.457 -2.605 -0.471 0.3 0.4 -0.1
F 0.104 -3.627 3.205 0.4 -0.8 0.0
F 1.104 -0.001 -3.153 1.6 -0.1 -0.7
F 2.628 3.283 3.397 0.7 -1.2 -0.5
F 3.416 0.119 -3.927 -0.3 1.0 -0.3
F 3.189 0.963 3.834 -1.9 0.7 0.1
F -4.515 -3.446 -1.204 0.3 0.6 -0.5
F 4.848 3.416 2.596 0.2 1.0 -0.4
F 5.132 1.195 3.029 1.7 0.2 -0.1
F 3.497 1.870 1.691 -1.2 0.2 0.1
F -2.822 6.582 -0.781 0.2 -1.6 -0.2
```
Positions in Å, forces in eV/Å.

Calculated values
Energy above the lowest of the compared OMol25 structures with the same formula, charge and spin = 0.6215 eV
LUMO energy = 7.0 eV
E_tot = -5303.8635 a.u.
Charge = -4
M = 763.9 g/mol
Maximum force = 2.7 eV/A

Mulliken population analysis, charges in e, atoms 1 to 2:
1 K 1.00
2 P 1.18

=====

3.
ORCA calculation (ωB97M-V/def2-TZVPD) on F36K5P6 as an isolated structure.

```
47
Properties=species:S:1:pos:R:3:forces:R:3
K -4.342 -4.014 -2.710 -0.3 0.6 0.3
K 0.961 -8.204 1.804 0.0 0.4 -0.1
K -3.629 -3.148 6.122 -0.2 0.3 -0.4
K 4.684 -1.426 4.724 0.1 0.5 -0.6
K 3.866 -2.086 -3.558 0.0 0.7 0.2
P -5.796 2.482 -3.360 2.1 -3.4 0.8
P -8.128 -3.988 1.601 -0.2 1.8 -0.4
P 7.972 -1.243 0.553 0.1 2.0 -0.9
P 2.425 3.476 -4.412 -2.8 0.0 0.9
P 3.311 4.872 3.420 -0.1 -1.0 -0.5
P -0.058 -2.778 1.174 -0.4 2.0 2.7
F 6.351 -1.473 0.611 0.0 -1.9 0.1
F 0.914 4.120 -4.285 0.6 0.8 -1.0
F -7.520 -4.148 3.147 -0.2 -0.4 -0.6
F -7.124 -5.068 0.981 1.0 -1.5 -0.4
F -9.114 -5.202 1.811 -1.2 -0.1 0.5
F -6.918 -2.976 1.309 0.0 1.6 0.5
F -6.581 3.767 -3.819 0.0 0.3 0.1
F -8.722 -3.603 0.111 0.2 -0.9 0.4
F 8.281 -2.335 -0.600 -1.1 -0.1 -0.9
F 0.578 -3.289 -0.176 -0.2 -0.2 -1.2
F 1.218 -3.429 2.014 0.8 -0.4 -0.1
F 7.701 -0.149 1.722 0.4 -0.4 0.6
F 8.370 -2.425 1.563 -1.3 -0.4 1.5
F 0.792 -1.415 1.112 -1.1 -0.3 -0.5
F -0.766 -4.185 1.433 -1.0 -1.9 -0.9
F 9.512 -0.864 0.549 0.8 0.9 -0.3
F 2.437 4.551 4.745 -0.8 0.4 0.2
F -9.194 -2.887 2.181 0.9 -0.6 0.1
F 1.871 2.603 -5.665 0.4 0.0 -0.1
F 3.796 2.607 -4.481 0.1 0.2 0.1
F -5.816 2.853 -1.751 -0.3 0.6 -1.0
F 3.895 6.180 4.148 -0.5 0.8 -0.3
F -1.462 -2.172 0.491 2.2 -0.8 0.2
F -7.172 1.635 -3.101 0.3 0.4 -0.8
F 2.998 4.672 -5.336 -0.3 -0.8 -1.6
F -4.332 3.075 -3.510 0.0 2.2 -0.3
F -4.910 1.114 -2.948 -1.1 -0.9 0.3
F 2.916 4.388 -3.257 1.0 0.3 2.3
F 2.780 3.423 2.821 0.0 0.8 -0.4
F 4.521 4.037 4.120 0.7 -0.6 0.3
F 1.788 2.421 -3.275 1.2 -0.9 -0.8
F -5.636 1.927 -4.954 -1.2 0.6 1.0
F 4.295 5.115 2.159 -0.9 0.1 0.0
F 7.605 -0.104 -0.566 0.8 -0.5 0.0
F 2.042 5.676 2.692 1.6 -0.8 1.0
F -0.662 -2.385 2.648 -0.1 0.8 0.1
```
Positions in Å, forces in eV/Å.

Calculated values
LUMO energy = -2.9 eV
E_tot = -8644.2604 a.u.
Charge = -1
M = 1065.3 g/mol
Maximum force = 4.1 eV/A

Mulliken population analysis, charges in e, atoms 1 to 2:
1 K 1.00
2 K 1.00

=====

4.
ORCA calculation (ωB97M-V/def2-TZVPD) on a 2-piece molecular cluster, F3N overall.

```
4
Properties=species:S:1:pos:R:3:forces:R:3
F 0.718 1.003 -0.268 -0.1 -1.3 0.6
F 0.577 -1.146 -0.257 -0.2 2.4 1.2
F -1.765 0.163 -0.121 3.1 -0.3 1.0
N 0.338 -0.009 0.487 -2.8 -0.8 -2.8
```
Positions in Å, forces in eV/Å.

Calculated values
Energy above the lowest of the compared OMol25 structures with the same formula, charge and spin = 1.5788 eV
LUMO energy (alpha / beta) = -4.1 / -4.1 eV
E_tot = -354.0673 a.u.
Charge = 0
M = 71.0 g/mol
Maximum force = 4.0 eV/A

Mulliken population analysis, charges in e, atoms 1 to 2:
1 F 0.03
2 F -0.02

=====

5.
ORCA calculation (ωB97M-V/def2-TZVPD) on F3O3PS2 as an isolated structure.

```
9
Properties=species:S:1:pos:R:3:forces:R:3
S -1.343 0.371 0.036 -0.5 0.0 0.2
S 2.422 1.371 -0.028 -1.1 -1.2 -0.1
P 1.269 -0.140 0.071 3.0 -2.7 -0.5
F 1.851 -1.460 0.779 -0.1 1.7 -0.1
F 0.768 -1.008 -1.152 0.6 1.2 -0.2
F -1.765 -1.018 -0.574 -0.1 1.1 0.6
O -0.097 -0.111 0.866 -0.6 0.0 0.7
O -0.856 1.185 -1.004 -0.3 0.0 -0.6
O -2.249 0.811 1.006 -1.0 -0.3 -0.1
```
Positions in Å, forces in eV/Å.

Calculated values
Energy above the lowest of the compared OMol25 structures with the same formula, charge and spin = 0.0000 eV
LUMO energy = 0.3 eV
E_tot = -1663.1446 a.u.
Charge = 0
M = 200.1 g/mol
Maximum force = 4.1 eV/A

Mulliken population analysis, charges in e, atoms 1 to 2:
1 S 1.27
2 S -0.25

=====

6.
ORCA calculation (ωB97M-V/def2-TZVPD) on F4H3InN2O11S4 as an isolated structure.

```
25
Properties=species:S:1:pos:R:3:forces:R:3
In -0.520 0.035 -0.428 -1.9 -2.9 -0.3
S 0.344 -1.898 3.036 5.6 -3.4 -0.2
S 1.600 3.436 -2.094 -0.8 2.3 3.8
S -1.769 -0.948 3.399 -4.4 2.3 -0.6
S 2.043 1.478 -3.346 1.7 -4.4 -3.8
F 1.990 -0.128 -3.283 -0.5 0.5 0.0
F 0.359 3.920 -1.202 -0.4 -0.5 -0.4
F -2.350 0.556 3.220 0.9 -0.6 0.1
F 1.400 -2.143 1.827 0.2 0.4 0.2
O -1.628 -1.050 4.838 1.2 0.2 -1.3
O 2.667 3.739 -1.155 -0.7 -0.8 -1.6
O -0.072 -2.031 -2.322 -0.1 0.6 0.6
O -3.218 -0.163 0.478 1.5 0.0 -0.8
O -0.342 -3.175 2.992 0.0 1.1 0.7
O 1.206 -1.597 4.171 -1.2 -0.4 -1.2
O -1.346 -2.674 -0.067 0.2 1.2 -0.2
O 3.456 1.679 -3.141 -0.6 0.8 -0.3
O -2.837 -1.737 2.847 1.6 0.3 0.1
O 1.468 1.784 -4.644 0.6 -0.2 1.4
O 1.455 4.246 -3.281 0.3 -1.4 0.8
N -0.345 -0.691 2.369 -3.8 0.2 2.5
N 1.150 1.760 -2.105 0.4 3.8 0.1
H -0.792 -3.244 0.492 0.0 0.2 0.1
H 0.087 -1.548 -3.146 0.0 0.4 0.3
H -4.005 0.394 0.546 0.2 0.2 0.0
```
Positions in Å, forces in eV/Å.

Calculated values
LUMO energy = 1.2 eV
E_tot = -3121.0383 a.u.
Charge = -2
M = 526.1 g/mol
Maximum force = 6.5 eV/A

Mulliken population analysis, charges in e, atoms 1 to 2:
1 In 1.10
2 S 1.00

=====

7.
ORCA calculation (ωB97M-V/def2-TZVPD) on F4Mg2 as an isolated structure.

```
6
Properties=species:S:1:pos:R:3:forces:R:3
Mg -7.316 24.382 14.434 -1.3 -1.3 1.6
Mg -6.171 27.020 16.907 -0.5 -1.8 -1.3
F -8.701 23.601 15.703 0.7 0.6 -0.8
F -6.393 25.423 15.789 0.7 2.0 1.2
F -8.298 25.890 13.589 1.1 -0.9 0.1
F -5.987 22.839 14.582 -0.7 1.3 -0.8
```
Positions in Å, forces in eV/Å.

Calculated values
2S+1 = 2
LUMO energy (alpha / beta) = 2.2 / 1.0 eV
E_tot = -799.8785 a.u.
Charge = -1
M = 124.6 g/mol
Maximum force = 2.5 eV/A
<S²> = 0.750

Mulliken population analysis, charges in e, atoms 1 to 2:
1 Mg 1.19
2 Mg 0.56

=====

8.
ORCA calculation (ωB97M-V/def2-TZVPD) on a 2-piece molecular cluster, F4N overall.

```
5
Properties=species:S:1:pos:R:3:forces:R:3
F 2.256 0.083 -0.275 -1.9 -0.2 0.4
F -0.724 -1.235 -0.163 -0.2 -0.4 -0.5
F -0.491 0.803 -0.871 -0.2 -0.9 0.2
F -0.691 0.411 1.278 1.3 -1.3 -2.8
N -0.236 -0.093 0.038 1.1 2.8 2.6
```
Positions in Å, forces in eV/Å.

Calculated values
Energy above the lowest of the compared OMol25 structures with the same formula, charge and spin = 4.5997 eV
LUMO energy (alpha / beta) = -13.6 / -13.6 eV
E_tot = -453.3844 a.u.
Charge = +1
M = 90.0 g/mol
Maximum force = 4.0 eV/A

Mulliken population analysis, charges in e, atoms 1 to 2:
1 F 0.16
2 F 0.08

=====

9.
ORCA calculation (ωB97M-V/def2-TZVPD) on F4N2Na2O8S4 as an isolated structure.

```
20
Properties=species:S:1:pos:R:3:forces:R:3
S -2.150 0.260 -0.284 -1.2 -1.3 -3.8
S -0.822 0.995 1.645 6.3 2.1 4.0
S 3.133 0.032 -0.741 2.3 4.7 1.5
S 1.614 -1.708 -1.506 0.2 -3.5 -2.5
Na -3.973 -0.419 2.434 0.7 -0.8 -0.1
Na -4.080 2.588 1.573 0.7 0.5 -0.5
F -0.980 1.240 3.262 -1.0 0.4 -0.6
F -3.707 0.303 -0.761 -0.7 0.4 1.4
F 4.511 0.697 -1.311 -0.8 0.0 0.3
F 1.942 -2.950 -2.474 -0.2 -0.1 0.0
O -0.090 2.160 1.205 -2.1 -1.2 0.2
O 3.501 -0.347 0.583 0.1 -0.6 0.1
O 1.456 -2.359 -0.240 0.2 0.9 0.1
O 2.137 1.088 -0.804 0.5 -0.9 -0.3
O -1.902 -1.140 -0.278 -0.3 0.8 1.1
O 0.445 -1.185 -2.143 0.3 0.9 0.4
O -0.150 -0.252 1.683 -0.8 -0.3 -0.9
O -1.606 1.085 -1.314 0.3 0.2 2.0
N 3.077 -1.030 -1.843 -2.8 -1.4 0.4
N -2.357 0.944 1.313 -1.9 -0.8 -2.9
```
Positions in Å, forces in eV/Å.

Calculated values
LUMO energy = -4.3 eV
E_tot = -3028.1279 a.u.
Charge = 0
M = 406.2 g/mol
Maximum force = 7.8 eV/A

Mulliken population analysis, charges in e, atoms 1 to 2:
1 S 1.11
2 S 1.06

=====

10.
ORCA calculation (ωB97M-V/def2-TZVPD) on one molecule with the formula F4N3P3.

```
10
Properties=species:S:1:pos:R:3:forces:R:3
P -0.037 -2.266 0.212 -0.4 0.6 0.7
P 1.125 1.237 -1.276 0.9 -1.9 -0.2
P -0.973 0.289 1.193 1.4 -1.5 1.8
F -0.503 0.969 2.589 -0.5 0.2 -0.8
F -0.830 -1.900 -2.231 0.1 -1.3 -1.4
F 1.934 -0.113 -0.899 -0.6 1.6 -0.2
F -0.286 2.739 -0.108 -0.2 0.5 0.0
N -0.690 -1.425 -0.978 -0.1 1.9 1.0
N 0.421 1.560 0.106 -0.1 -0.4 0.3
N -0.161 -1.089 1.394 -0.5 0.3 -1.2
```
Positions in Å, forces in eV/Å.

Calculated values
Energy above the lowest of the compared OMol25 structures with the same formula, charge and spin = 2.1283 eV
LUMO energy = -2.1 eV
E_tot = -1587.6679 a.u.
Charge = 0
M = 210.9 g/mol
Maximum force = 2.7 eV/A

Mulliken population analysis, charges in e, atoms 1 to 2:
1 P 0.19
2 P 0.48

=====

11.
ORCA calculation (ωB97M-V/def2-TZVPD) on F4V2 as an isolated structure.

```
6
Properties=species:S:1:pos:R:3:forces:R:3
V 1.324 0.114 1.565 -2.6 -0.3 -3.4
V -0.828 -0.146 -0.483 1.2 0.7 -1.9
F -0.249 1.579 0.762 0.6 -1.8 0.3
F -0.344 -1.330 1.304 1.2 1.7 -0.3
F -1.379 -0.081 -2.516 0.5 -0.1 2.7
F 1.476 -0.136 -0.632 -0.9 0.0 2.5
```
Positions in Å, forces in eV/Å.

Calculated values
Energy above the lowest of the compared OMol25 structures with the same formula, charge and spin = 1.1044 eV
2S+1 = 7
LUMO energy (alpha / beta) = -2.6 / -2.6 eV
E_tot = -2287.4811 a.u.
Charge = 0
M = 177.9 g/mol
Maximum force = 4.2 eV/A
<S²> = 12.007

Mulliken population analysis, charges in e, atoms 1 to 2:
1 V 1.42
2 V 1.42

=====

12.
ORCA calculation (ωB97M-V/def2-TZVPD) on a 9-piece molecular cluster, F6H16O8P overall.

```
31
Properties=species:S:1:pos:R:3:forces:R:3
P 0.056 0.176 -0.447 -0.4 0.4 -1.3
F -0.774 0.976 -1.566 0.2 -0.1 -2.7
F -1.367 0.281 0.318 0.1 -1.4 1.7
F 0.441 1.614 0.056 0.6 1.8 2.4
F -0.377 -1.242 -1.204 0.9 0.9 1.1
F 0.818 -0.542 0.794 -0.9 -0.2 -0.5
F 1.487 0.282 -1.236 -0.5 -1.4 -0.8
O -1.433 -7.102 -0.281 -0.2 -0.2 0.1
O -2.284 6.759 0.359 0.0 0.3 0.1
O -2.378 2.150 5.078 0.0 0.2 0.2
O 4.657 2.508 2.700 0.3 0.1 0.0
O -0.600 -2.065 -6.082 0.0 -0.2 -0.3
O -5.790 -0.524 -2.264 -0.2 -0.2 -0.1
O 6.026 1.300 -3.976 0.2 -0.1 -0.2
O 2.105 -4.035 5.230 0.2 -0.2 0.0
H -1.963 5.874 0.534 0.1 -0.3 0.1
H 1.917 -3.190 4.820 0.0 0.2 -0.2
H -2.171 2.150 4.144 0.1 0.0 -0.3
H 1.450 -4.116 5.923 -0.2 0.0 0.2
H -2.567 1.234 5.283 0.0 -0.2 0.0
H -4.864 -0.390 -2.060 0.4 0.0 0.1
H 5.299 1.193 -3.362 -0.3 -0.1 0.2
H 6.485 2.081 -3.669 0.1 0.2 0.1
H 3.868 2.277 2.209 -0.3 -0.1 -0.2
H -0.565 -2.035 -5.126 0.1 0.0 0.3
H -1.042 -1.253 -6.332 -0.1 0.2 0.0
H 4.454 2.272 3.605 0.0 -0.1 0.2
H -0.525 -7.326 -0.076 0.2 0.0 0.1
H -6.196 0.329 -2.108 -0.1 0.2 0.0
H -1.369 -6.313 -0.819 0.0 0.3 -0.1
H -2.800 6.673 -0.442 -0.1 0.0 -0.2
```
Positions in Å, forces in eV/Å.

Calculated values
Energy above the lowest of the compared OMol25 structures with the same formula, charge and spin = 1.9566 eV
LUMO energy = 2.5 eV
E_tot = -1552.3471 a.u.
Charge = -1
M = 289.1 g/mol
Maximum force = 3.1 eV/A

Mulliken population analysis, charges in e, atoms 1 to 2:
1 P 1.17
2 F -0.37

=====

Question: What is the maximum force in the eighth record?
Answer: 4.0 eV/A

=====

Question: Look up the maximum force of the twelfth one.
Answer: 3.1 eV/A